Record 1
Molecular formula: C23H26Ge2IMnN3S
Method: DFT, ωB97M-V with the def2-TZVPD basis set

The geometry in ORCA input format:
```
! wB97M-V def2-TZVPD RIJCOSX def2/J DEFGRID3
* xyz 2 6
C 2.476 3.399 -2.469
H -2.549 -1.494 1.967
H -2.007 0.911 3.754
H 1.020 -1.260 -2.266
H 0.704 -1.364 -4.691
C -1.085 -1.961 0.465
Ge -0.701 -0.048 0.083
C -1.536 1.703 3.180
Mn 1.592 -0.252 -0.472
C -1.653 3.512 0.510
H -2.823 1.036 -4.419
C -0.754 0.007 -1.947
Ge -2.158 1.768 1.296
H -2.512 1.243 -1.987
H -1.967 -5.656 1.182
H -1.794 2.653 3.647
H 0.712 -1.264 2.721
H -2.326 4.248 0.947
H -3.144 -3.851 2.386
C 4.434 -1.466 1.848
H -4.676 1.941 1.434
H -4.246 1.394 -0.182
C 0.170 -0.698 -2.729
C -1.724 -4.624 0.983
C 3.446 -1.183 0.910
I 3.633 5.547 -0.492
C -0.430 -2.996 -0.212
H 2.655 3.917 -3.393
H 2.353 -1.906 4.478
H 0.340 -2.771 -0.949
N 1.890 2.196 -2.416
C 2.310 2.697 -0.380
C -1.804 0.672 -2.576
H -1.775 3.552 -0.568
H -1.231 -0.278 -5.771
H 4.784 -1.971 3.899
C -0.748 -4.316 0.044
H -0.238 -5.102 -0.493
C 2.763 3.766 -1.162
H 5.470 -1.495 1.547
C -2.045 -2.287 1.426
C 0.006 -0.790 -4.103
N 2.136 -1.094 1.243
C 2.690 -1.689 3.477
C -1.977 0.559 -3.947
H -0.636 3.789 0.773
S 3.725 -0.944 -0.798
C -2.377 -3.608 1.667
H -0.453 1.589 3.227
C -1.081 -0.175 -4.708
H 1.515 1.664 -3.191
H 2.348 2.603 0.692
H -4.282 0.242 1.161
C 1.771 -1.343 2.502
C 4.044 -1.732 3.149
C -4.037 1.261 0.877
N 1.781 1.749 -1.155
*
```

As for the total energy: -192015.3129 eV. The value obtained for the HOMO energy (alpha / beta) is -14.035 / -14.036 eV. The HOMO-LUMO gap (alpha / beta) comes out at 0.22816 / 0.17869 hartree.


Record 2
Molecular formula: C6H8ClN2O2S
Method: DFT, ωB97M-V with the def2-TZVPD basis set

The geometry in ORCA input format:
```
! wB97M-V def2-TZVPD RIJCOSX def2/J DEFGRID3
* xyz 1 1
H 3.677 0.142 0.595
H 1.326 1.523 1.531
C -2.223 -1.159 -0.682
O 1.041 -0.971 0.863
C -2.550 0.197 -0.468
H -0.622 -2.630 -0.329
H 0.975 2.003 -0.181
C 0.461 1.824 0.747
C -0.997 -1.568 -0.173
C -0.096 -0.573 0.363
H -0.143 2.606 1.079
S 2.237 -0.893 -0.520
H -1.868 2.201 0.319
H -3.477 0.652 -0.673
N -0.442 0.717 0.480
N 2.980 0.330 -0.132
Cl 3.013 -2.700 -0.109
C -1.671 1.106 0.087
O 1.403 -1.009 -1.633
H -3.022 -1.798 -1.162
*
```

As for the total energy: -36775.0052 eV. The value obtained for the HOMO energy is -13.836 eV. The HOMO-LUMO gap comes out at 0.34480 hartree. Its SMILES is C[n+]1ccccc1O[S@](=N)(=O)Cl.


Record 3
Molecular formula: C4H9NO
Method: DFT, ωB97M-V with the def2-TZVPD basis set

The geometry in ORCA input format:
```
! wB97M-V def2-TZVPD RIJCOSX def2/J DEFGRID3
* xyz 0 1
H -2.782 -1.203 -0.355
C -0.169 0.097 0.344
H 1.284 1.517 -0.521
H 1.121 0.673 1.321
C -2.515 -0.171 -0.108
H 2.342 -0.740 -1.170
H -2.538 -0.063 0.979
O -0.360 -0.308 1.496
C 1.213 0.646 0.167
N -1.175 0.160 -0.547
H -3.234 0.516 -0.560
H 3.294 0.084 0.071
C 2.317 -0.368 -0.139
H -0.995 0.382 -1.511
H 2.197 -1.221 0.532
*
```

As for the total energy: -7830.9273 eV. The value obtained for the HOMO energy is -9.556 eV. The HOMO-LUMO gap comes out at 0.38431 hartree. Its SMILES is CCC(=O)NC.


Record 4
Molecular formula: C35H66NO11
Method: DFT, ωB97M-V with the def2-TZVPD basis set

The geometry in ORCA input format:
```
! wB97M-V def2-TZVPD RIJCOSX def2/J DEFGRID3
* xyz 1 1
H -3.346 -0.389 4.223
H 12.502 -1.144 3.951
H 10.973 -1.172 0.450
H 4.300 2.771 3.609
C 10.859 -1.169 2.580
H -6.439 6.121 -7.635
C -9.521 0.639 1.094
H 3.324 1.761 6.518
H 5.067 -2.198 -6.657
H -4.375 -2.414 5.667
H -11.068 1.199 -1.980
C 2.747 1.498 5.629
C -2.082 -3.314 -2.220
C -4.949 -2.681 4.777
C -0.573 1.828 2.307
H -2.306 -1.677 0.696
C -0.151 -1.643 0.201
H 2.083 -3.684 1.294
H 1.095 -0.344 -1.307
C 3.630 -2.041 -0.669
H 4.191 -2.833 -0.058
H -5.005 3.829 -3.542
C -5.181 -1.457 3.928
H 6.834 -3.709 -8.011
N 0.223 -2.599 1.042
H -6.440 4.565 -8.488
C -6.943 5.157 -7.720
H 3.409 4.304 3.667
O -4.889 4.205 -0.488
C 5.231 -2.868 -5.812
H -5.607 1.665 -2.072
H -6.547 4.592 -3.053
C 2.513 2.726 4.787
H -8.468 0.732 1.364
C 3.727 3.441 4.254
C 1.721 -2.619 1.207
H 7.099 -5.351 -7.395
O 3.516 -3.681 -2.228
C -7.523 3.082 -6.310
H 6.526 -2.336 4.393
H 4.041 -1.023 -0.414
H -3.173 3.823 1.112
H 0.041 1.101 1.770
H -3.123 3.029 2.699
H 1.786 1.088 5.944
H 5.998 -2.460 -5.150
H -3.389 -1.416 2.754
H 7.512 -1.331 1.491
H 4.347 3.790 5.082
H 1.503 -2.910 -0.941
O 4.985 -5.216 -6.066
H 6.611 0.196 1.536
H -5.004 5.384 -2.692
C -1.660 -1.406 -0.207
C -1.968 -2.453 -1.351
O 4.591 -0.994 2.407
O 9.814 -0.548 2.575
H 7.542 -0.308 2.958
H 1.540 -0.111 0.453
H 7.765 -3.970 -6.503
O -6.326 4.940 -5.435
H -4.418 -3.440 4.198
H -7.046 2.399 -7.015
H 4.997 -3.023 3.812
H 11.632 -2.629 1.219
H -1.098 1.315 3.115
H 10.903 -1.259 4.710
H 3.947 -4.073 -3.015
C -11.092 0.921 -0.925
H -4.280 0.118 2.802
C -6.086 2.348 -1.366
C -2.513 3.471 1.908
C -1.570 2.439 1.354
O -8.751 1.317 -1.050
C 5.650 -4.228 -6.306
H -9.838 -0.391 1.269
H -5.911 -3.090 5.090
H -1.947 4.320 2.296
H -11.743 1.618 -0.394
C -6.877 4.441 -6.396
C 6.922 -4.314 -7.106
H -8.590 3.163 -6.525
H 0.078 2.604 2.712
C 1.164 -0.879 -0.307
C -5.507 4.420 -2.776
C 5.720 -1.384 2.655
O -6.299 -1.061 3.684
H -10.104 1.323 1.715
H -7.399 2.686 -5.300
O 1.390 3.123 4.548
C 2.105 -2.194 -0.289
H -7.148 2.428 -1.581
C -3.964 -0.743 3.394
H 6.495 -3.360 2.924
H -1.830 -0.340 -0.545
H 4.298 -2.962 -5.253
O -1.606 2.107 0.183
H -7.984 5.329 -7.998
C -5.441 3.706 -1.452
H -5.962 1.952 -0.357
C 11.553 -1.543 1.297
H 3.277 0.743 5.045
C -9.697 0.990 -0.360
H 11.588 -2.684 3.905
H 2.068 -1.849 1.954
O 3.907 -2.388 -2.047
H -11.477 -0.096 -0.840
H -1.790 -4.165 -2.900
C 6.930 -0.664 2.128
C 5.957 -2.606 3.502
H 12.546 -1.089 1.265
C 11.511 -1.595 3.869
H -0.456 -3.225 1.496
*
```

As for the total energy: -61364.8654 eV. The value obtained for the HOMO energy is -10.160 eV. The HOMO-LUMO gap comes out at 0.23936 hartree.


Record 5
Molecular formula: C55H46N4O4P2S4Sc
Method: DFT, ωB97M-V with the def2-TZVPD basis set

The geometry in ORCA input format:
```
! wB97M-V def2-TZVPD RIJCOSX def2/J DEFGRID3
* xyz 1 1
S -1.751 1.303 -1.602
C 2.465 -0.724 -3.696
C -0.523 -0.322 4.247
C 0.456 -0.458 5.216
H 4.856 -0.084 2.424
H -4.229 4.656 0.262
H 0.718 2.379 2.626
S -1.754 4.125 -2.456
C -0.238 -2.721 -5.421
H 2.334 -1.800 -3.812
C -3.762 -2.133 -0.226
H 3.578 -3.363 3.432
C 3.299 -3.166 6.557
N 1.142 -0.978 1.457
C -0.605 5.423 -2.089
C 2.265 -0.591 1.938
H 1.040 -3.653 3.465
H -5.199 -4.645 -2.781
H -0.637 -6.838 1.170
O -0.728 6.554 -2.449
C -2.387 4.767 3.096
C 0.092 -3.604 -3.208
H 2.411 -3.786 6.535
H 0.513 -4.344 -2.541
O 0.899 0.791 -2.811
H -3.189 1.300 4.309
C -0.894 -4.910 0.224
S 0.764 4.828 -1.139
C 5.407 -1.568 6.658
C -3.424 -3.757 -1.986
C -0.453 0.721 3.327
S 1.236 2.159 0.018
C 0.222 3.162 -0.958
H 0.387 -1.254 5.944
H -0.071 -2.792 -6.485
H 1.332 -0.494 -5.459
H -3.619 6.202 2.087
C -3.045 3.053 1.027
C -3.565 4.333 1.050
H 1.364 0.780 -4.300
N 1.965 0.041 -4.864
H 5.117 1.014 -4.824
C -0.942 2.834 -1.577
C 1.526 0.420 5.261
C 4.437 -0.788 3.135
H -0.343 -2.318 1.984
C -4.643 -0.274 4.390
C -0.701 -2.584 -2.700
H 6.239 -0.884 6.721
C -5.136 -2.233 -0.400
C 3.942 -0.322 -3.546
H -1.348 -1.023 4.213
H -2.749 -4.330 -2.605
C -2.908 -2.852 -1.068
H -6.708 -3.213 -1.464
Sc -0.070 0.036 -0.227
H 1.599 -2.836 -0.263
C -3.644 -1.040 1.909
H -5.899 -2.002 4.231
C -1.873 3.481 3.089
C -2.189 2.622 2.040
H -2.123 5.439 3.901
C -5.131 -1.408 3.760
C 4.101 0.901 -4.455
H -1.870 -0.840 -3.131
H 4.588 -1.135 -3.877
H 3.825 1.810 -3.921
H 1.523 -6.344 2.171
C 0.321 -3.667 -4.575
C -3.225 5.197 2.079
H -5.809 -1.614 0.169
C -4.637 -1.792 2.526
C 1.002 -5.596 1.593
C -4.794 -3.926 -2.086
H -1.879 -5.191 -0.127
H 3.502 -0.074 -6.305
C -0.347 -3.728 -0.092
H 5.595 -2.369 8.654
H 6.017 -0.429 4.432
N 3.990 -3.171 7.681
P -1.162 -2.355 -0.948
C -0.176 -5.872 1.033
C -1.029 -1.699 -4.911
H -3.299 2.378 0.219
P -1.601 0.892 1.915
H 2.461 2.121 4.349
H -5.007 -2.691 2.059
H -1.233 3.152 3.897
C 1.691 -4.285 1.419
H 4.191 -0.086 -2.514
C -5.640 -3.132 -1.327
H 2.286 0.311 6.020
C 0.718 -2.339 1.698
H -5.048 0.040 5.338
C 2.866 -2.683 2.997
H 2.573 0.424 1.696
C 0.955 -3.286 0.498
H 2.807 1.550 -6.101
C 3.107 0.641 -5.579
H 0.928 -4.466 -4.976
C 0.639 1.591 3.365
C 5.090 -0.972 4.292
C 5.039 -2.363 7.728
C 1.620 1.441 4.327
C -3.608 0.436 3.812
H 2.736 -4.454 1.138
C 4.674 -1.716 5.471
C 1.558 -0.221 -2.530
C 1.567 -3.268 2.591
O -3.103 -1.338 0.679
C -1.255 -1.630 -3.551
C -3.081 0.047 2.585
C 3.179 -1.398 2.731
H -1.481 -0.967 -5.563
N 3.602 -2.517 5.454
O 1.506 -0.847 -1.456
*
```

As for the total energy: -154549.0549 eV. The value obtained for the HOMO energy is -8.571 eV. The HOMO-LUMO gap comes out at 0.22001 hartree.


Record 6
Molecular formula: C2H5NOS
Method: DFT, ωB97M-V with the def2-TZVPD basis set

The geometry in ORCA input format:
```
! wB97M-V def2-TZVPD RIJCOSX def2/J DEFGRID3
* xyz 0 1
H -3.877 0.898 0.124
H -0.288 -1.526 -0.045
H 2.166 -0.924 0.397
H 1.503 0.623 1.053
S -2.731 -0.266 -0.100
C -0.120 -0.330 -0.115
C 1.137 0.372 0.109
N -1.191 0.346 -0.481
O 2.157 -0.370 -0.371
H 1.245 1.178 -0.571
*
```

As for the total energy: -16523.8118 eV. The value obtained for the HOMO energy is -8.857 eV. The HOMO-LUMO gap comes out at 0.32112 hartree. Its SMILES is OC/C=N/S.


| no. | molar mass (g mol⁻¹) | strongest force on any atom (eV/Å) |
| --- | --- | --- |
| 1 | 703.6 | 3.8 |
| 2 | 207.7 | 4.7 |
| 3 | 87.1 | 3.2 |
| 4 | 676.9 | 3.5 |
| 5 | 1062.2 | 1.7 |
| 6 | 91.1 | 5.6 |